{"formula": "C78H222N10O38", "method": "the ωB97M-V functional and the def2-TZVPD basis", "symbols": ["C", "O", "H", "H", "H", "H", "C", "O", "H", "H", "H", "H", "C", "O", "H", "H", "H", "H", "C", "O", "H", "H", "H", "H", "C", "O", "H", "H", "H", "H", "C", "O", "H", "H", "H", "H", "C", "O", "H", "H", "H", "H", "C", "O", "H", "H", "H", "H", "C", "O", "H", "H", "H", "H", "C", "O", "H", "H", "H", "H", "C", "O", "H", "H", "H", "H", "C", "O", "H", "H", "H", "H", "C", "O", "H", "H", "H", "H", "C", "O", "H", "H", "H", "H", "C", "O", "H", "H", "H", "H", "C", "O", "H", "H", "H", "H", "C", "O", "H", "H", "H", "H", "C", "O", "H", "H", "H", "H", "C", "O", "C", "C", "N", "C", "C", "O", "C", "H", "H", "H", "H", "H", "H", "H", "H", "H", "H", "H", "H", "H", "H", "H", "C", "O", "C", "C", "N", "C", "C", "O", "C", "H", "H", "H", "H", "H", "H", "H", "H", "H", "H", "H", "H", "H", "H", "H", "C", "O", "C", "C", "N", "C", "C", "O", "C", "H", "H", "H", "H", "H", "H", "H", "H", "H", "H", "H", "H", "H", "H", "H", "C", "O", "C", "C", "N", "C", "C", "O", "C", "H", "H", "H", "H", "H", "H", "H", "H", "H", "H", "H", "H", "H", "H", "H", "C", "O", "C", "C", "N", "C", "C", "O", "C", "H", "H", "H", "H", "H", "H", "H", "H", "H", "H", "H", "H", "H", "H", "H", "C", "O", "C", "C", "N", "C", "C", "O", "C", "H", "H", "H", "H", "H", "H", "H", "H", "H", "H", "H", "H", "H", "H", "H", "C", "O", "C", "C", "N", "C", "C", "O", "C", "H", "H", "H", "H", "H", "H", "H", "H", "H", "H", "H", "H", "H", "H", "H", "C", "O", "C", "C", "N", "C", "C", "O", "C", "H", "H", "H", "H", "H", "H", "H", "H", "H", "H", "H", "H", "H", "H", "H", "C", "O", "C", "C", "N", "C", "C", "O", "C", "H", "H", "H", "H", "H", "H", "H", "H", "H", "H", "H", "H", "H", "H", "H", "C", "O", "C", "C", "N", "C", "C", "O", "C", "H", "H", "H", "H", "H", "H", "H", "H", "H", "H", "H", "H", "H", "H", "H"], "xyz": [[-1.938, -2.883, 6.178], [-3.154, -2.551, 6.780], [-1.188, -3.053, 6.941], [-1.870, -3.833, 5.640], [-1.614, -2.036, 5.637], [-3.701, -2.127, 6.148], [2.938, -3.482, 1.053], [4.210, -4.158, 0.889], [2.031, -4.090, 0.826], [2.849, -3.227, 2.118], [2.995, -2.508, 0.528], [4.506, -4.549, 1.722], [-3.031, -4.668, 0.149], [-3.340, -3.569, 0.957], [-2.693, -5.434, 0.747], [-3.879, -5.016, -0.445], [-2.245, -4.467, -0.530], [-3.856, -2.943, 0.462], [2.282, -4.456, -2.493], [0.980, -4.201, -1.924], [3.109, -3.898, -2.023], [2.446, -5.510, -2.294], [2.352, -4.360, -3.621], [0.923, -3.197, -1.668], [-6.501, 4.589, -6.942], [-6.611, 3.561, -5.943], [-7.311, 4.591, -7.655], [-6.473, 5.510, -6.397], [-5.670, 4.387, -7.583], [-5.731, 3.518, -5.528], [2.689, 1.937, -5.115], [3.412, 2.228, -3.890], [3.208, 1.261, -5.856], [1.667, 1.540, -4.873], [2.615, 2.879, -5.670], [3.939, 1.348, -3.741], [-1.359, -6.749, -3.230], [-1.427, -5.456, -2.622], [-1.498, -7.662, -2.629], [-2.113, -6.744, -4.002], [-0.347, -6.857, -3.706], [-0.512, -5.166, -2.398], [6.711, -5.435, -1.849], [6.199, -4.161, -1.506], [5.991, -6.194, -1.545], [6.788, -5.502, -2.932], [7.787, -5.540, -1.466], [5.529, -4.191, -0.803], [-0.086, 5.985, -2.476], [-1.021, 5.181, -1.673], [0.610, 5.344, -3.039], [-0.733, 6.579, -3.152], [0.456, 6.659, -1.809], [-0.641, 5.220, -0.752], [0.079, 6.466, 1.571], [0.207, 5.235, 0.869], [0.258, 7.313, 0.846], [-0.835, 6.439, 2.119], [0.895, 6.537, 2.284], [1.145, 4.946, 0.711], [-5.914, 0.300, 2.295], [-4.588, 0.169, 1.702], [-5.727, 0.417, 3.332], [-6.443, 1.144, 1.872], [-6.578, -0.538, 2.024], [-3.956, 0.721, 2.249], [-3.376, -9.128, -0.271], [-1.965, -9.190, -0.246], [-3.677, -8.339, 0.399], [-3.652, -8.875, -1.286], [-3.745, -10.050, 0.215], [-1.618, -8.360, 0.134], [-1.934, 0.937, 4.668], [-2.656, 1.470, 3.581], [-2.168, 1.479, 5.572], [-2.169, -0.141, 4.824], [-0.898, 1.018, 4.518], [-2.221, 2.193, 3.169], [-0.566, -2.716, -5.953], [-1.797, -2.228, -5.590], [-0.037, -3.338, -5.183], [-0.639, -3.390, -6.869], [0.013, -1.835, -6.244], [-2.371, -2.872, -5.076], [0.401, 1.728, 7.768], [0.308, 0.583, 6.961], [-0.021, 2.626, 7.318], [-0.247, 1.551, 8.624], [1.427, 2.025, 8.078], [0.902, 0.472, 6.186], [-4.642, -3.841, -2.885], [-3.706, -4.153, -3.849], [-5.359, -3.095, -3.195], [-5.152, -4.760, -2.602], [-4.204, -3.457, -1.968], [-2.891, -4.372, -3.363], [-4.612, -0.250, -1.885], [-3.746, -0.566, -0.742], [-5.480, 0.262, -1.507], [-4.166, 0.371, -2.704], [-4.983, -1.157, -2.291], [-4.172, -0.350, 0.071], [-1.460, 2.235, 0.394], [-0.851, 2.859, 1.561], [-1.774, 1.231, 0.794], [-2.394, 2.719, 0.104], [-0.676, 2.196, -0.333], [-0.610, 3.732, 1.192], [4.716, 0.006, 1.117], [3.672, 0.959, 1.162], [3.505, 1.535, -0.135], [2.434, 2.651, -0.140], [2.577, 3.521, 1.046], [3.923, 4.028, 1.284], [3.963, 5.376, 2.047], [3.577, 5.081, 3.334], [3.766, 6.291, 4.162], [5.697, 0.454, 0.766], [4.430, -0.823, 0.446], [4.850, -0.419, 2.138], [3.223, 0.688, -0.825], [4.385, 1.975, -0.542], [1.470, 2.114, -0.151], [2.567, 3.209, -1.074], [2.099, 3.153, 1.858], [4.511, 4.209, 0.357], [4.532, 3.292, 1.799], [3.242, 6.088, 1.589], [4.985, 5.822, 2.014], [3.240, 6.055, 5.053], [3.216, 7.114, 3.689], [4.822, 6.397, 4.218], [1.562, 1.392, 3.632], [1.682, 0.307, 4.492], [2.326, -0.849, 3.880], [2.189, -1.991, 4.918], [2.856, -3.230, 4.499], [4.360, -3.193, 4.539], [4.991, -4.531, 4.692], [4.690, -5.410, 3.643], [5.106, -6.776, 3.872], [1.014, 1.248, 2.734], [2.583, 1.748, 3.425], [1.086, 2.200, 4.189], [3.377, -0.623, 3.628], [1.923, -1.045, 2.913], [1.142, -2.221, 5.168], [2.529, -1.671, 5.874], [2.518, -3.937, 5.137], [4.741, -2.599, 5.381], [4.698, -2.745, 3.592], [4.748, -5.027, 5.645], [6.089, -4.391, 4.681], [4.545, -7.258, 4.647], [6.162, -6.821, 4.072], [4.925, -7.260, 2.893], [8.872, 6.640, -4.851], [7.671, 5.941, -4.309], [6.878, 5.133, -5.200], [5.549, 4.850, -4.534], [4.525, 5.887, -4.789], [3.361, 5.750, -3.909], [3.583, 6.207, -2.492], [3.487, 7.638, -2.285], [3.641, 7.939, -0.847], [9.180, 7.297, -4.020], [8.555, 7.166, -5.807], [9.705, 5.897, -5.083], [7.391, 4.167, -5.376], [6.750, 5.590, -6.216], [5.884, 4.778, -3.442], [5.093, 3.904, -4.811], [4.936, 6.801, -4.635], [2.979, 4.703, -3.857], [2.559, 6.348, -4.424], [4.547, 5.848, -2.166], [2.801, 5.706, -1.839], [2.888, 7.350, -0.296], [3.494, 8.993, -0.734], [4.591, 7.546, -0.411], [8.179, -2.774, -4.754], [7.348, -1.615, -4.649], [7.124, -1.330, -3.250], [6.253, -0.092, -3.086], [5.039, -0.103, -3.887], [4.070, -1.024, -3.226], [2.905, -1.285, -4.167], [3.297, -1.635, -5.508], [3.875, -2.941, -5.503], [7.899, -3.527, -4.010], [9.208, -2.471, -4.514], [8.127, -3.129, -5.737], [8.083, -1.135, -2.824], [6.662, -2.247, -2.840], [6.813, 0.815, -3.426], [5.905, 0.043, -2.113], [5.112, -0.434, -4.848], [3.808, -0.660, -2.271], [4.658, -1.917, -2.967], [2.234, -0.371, -4.237], [2.233, -2.016, -3.707], [4.582, -3.002, -4.640], [4.536, -2.999, -6.378], [3.139, -3.739, -5.429], [-7.048, -2.935, -0.118], [-8.031, -2.031, 0.249], [-7.776, -0.828, -0.363], [-8.043, -0.835, -1.868], [-7.747, 0.516, -2.362], [-8.036, 0.685, -3.774], [-6.796, 0.551, -4.625], [-6.202, -0.696, -4.545], [-5.099, -0.775, -5.484], [-6.906, -3.748, 0.602], [-6.079, -2.449, -0.219], [-7.142, -3.403, -1.116], [-6.692, -0.584, -0.245], [-8.482, -0.118, 0.191], [-9.086, -1.104, -2.016], [-7.387, -1.567, -2.259], [-8.315, 1.166, -1.868], [-8.561, 1.634, -3.960], [-8.756, -0.013, -4.158], [-6.034, 1.301, -4.283], [-7.058, 0.824, -5.647], [-4.895, -1.821, -5.631], [-4.248, -0.249, -5.040], [-5.388, -0.352, -6.444], [-0.531, -2.708, 2.811], [-0.126, -1.652, 1.952], [-0.399, -1.903, 0.636], [0.302, -0.878, -0.156], [0.577, -1.359, -1.513], [-0.603, -1.216, -2.428], [-1.039, 0.197, -2.764], [0.117, 0.931, -3.108], [-0.127, 2.348, -3.301], [-1.559, -3.027, 2.547], [-0.531, -2.311, 3.837], [0.200, -3.518, 2.732], [-1.489, -1.932, 0.448], [0.039, -2.877, 0.339], [1.286, -0.784, 0.383], [-0.202, 0.064, -0.156], [1.303, -0.683, -1.853], [-1.448, -1.768, -2.005], [-0.305, -1.730, -3.349], [-1.600, 0.749, -1.891], [-1.789, 0.185, -3.626], [-0.762, 2.472, -4.241], [0.852, 2.811, -3.471], [-0.603, 2.779, -2.381], [-5.340, 10.898, 3.560], [-5.006, 10.141, 2.394], [-3.735, 10.432, 1.767], [-3.538, 9.465, 0.605], [-3.385, 8.096, 1.070], [-3.548, 7.075, 0.073], [-3.464, 5.746, 0.735], [-4.574, 5.552, 1.620], [-4.204, 4.567, 2.607], [-5.187, 11.998, 3.529], [-4.696, 10.443, 4.396], [-6.375, 10.691, 3.903], [-2.865, 10.416, 2.419], [-3.664, 11.469, 1.365], [-2.555, 9.734, 0.107], [-4.315, 9.661, -0.127], [-4.104, 7.929, 1.760], [-2.818, 7.175, -0.734], [-4.521, 7.197, -0.470], [-2.590, 5.609, 1.364], [-3.408, 4.942, -0.052], [-3.988, 3.610, 2.084], [-5.060, 4.278, 3.225], [-3.397, 4.885, 3.287], [0.796, -6.038, 5.952], [1.165, -4.859, 6.709], [0.971, -5.050, 8.126], [1.284, -3.753, 8.886], [2.693, -3.390, 8.732], [3.146, -2.242, 9.412], [4.418, -1.703, 8.804], [4.304, -1.299, 7.442], [3.961, 0.038, 7.309], [-0.336, -6.161, 5.907], [1.308, -6.920, 6.329], [1.077, -5.829, 4.940], [1.600, -5.874, 8.471], [-0.077, -5.468, 8.250], [1.056, -4.130, 9.858], [0.582, -2.966, 8.694], [2.886, -3.342, 7.758], [3.293, -2.410, 10.465], [2.444, -1.398, 9.357], [5.285, -2.414, 8.848], [4.807, -0.884, 9.400], [3.973, 0.314, 6.290], [4.734, 0.683, 7.756], [3.042, 0.361, 7.810], [-3.041, -5.354, 3.569], [-1.785, -6.005, 3.466], [-1.809, -7.466, 3.340], [-0.597, -7.840, 2.580], [-0.618, -6.986, 1.326], [0.628, -6.343, 0.871], [1.513, -7.330, 0.199], [1.972, -8.229, 1.187], [2.158, -9.591, 0.700], [-2.977, -4.328, 3.203], [-3.502, -5.407, 4.580], [-3.714, -5.823, 2.865], [-2.850, -7.632, 2.928], [-1.757, -7.949, 4.347], [-0.620, -8.871, 2.237], [0.311, -7.704, 3.238], [-1.171, -6.185, 1.659], [1.159, -5.876, 1.667], [0.267, -5.558, 0.208], [2.338, -6.968, -0.399], [0.892, -7.892, -0.470], [2.758, -9.501, -0.195], [1.174, -10.174, 0.575], [2.702, -10.141, 1.476], [-5.600, 2.836, -0.741], [-4.760, 3.582, -1.582], [-5.321, 4.546, -2.421], [-4.328, 5.063, -3.431], [-4.087, 3.893, -4.289], [-2.949, 4.199, -5.191], [-2.821, 3.205, -6.358], [-2.667, 1.892, -5.934], [-2.106, 1.078, -6.891], [-4.978, 2.157, -0.168], [-6.287, 2.378, -1.462], [-6.070, 3.482, -0.003], [-5.631, 5.431, -1.775], [-6.244, 4.188, -2.891], [-3.448, 5.437, -2.988], [-4.765, 5.846, -4.058], [-3.748, 3.124, -3.695], [-1.946, 4.242, -4.721], [-3.106, 5.201, -5.668], [-1.922, 3.533, -6.926], [-3.609, 3.268, -7.055], [-1.985, 0.138, -6.403], [-1.079, 1.382, -7.136], [-2.699, 1.016, -7.831]], "forces_ev_per_a": [[0.8, -0.7, 0.8], [-0.1, -1.0, 1.2], [0.0, 0.3, 0.6], [-0.7, 0.2, -0.6], [0.7, 0.6, -1.1], [-0.8, 0.5, -0.9], [0.5, 0.2, 1.2], [-0.5, 0.1, -0.8], [0.9, 0.4, -0.5], [-0.2, 0.0, -0.2], [-0.3, -0.7, -0.2], [-0.4, 0.0, 0.2], [-1.2, 0.9, -1.2], [-0.1, 0.0, 0.8], [0.5, -1.8, 1.5], [-0.1, -0.1, 0.2], [1.0, 0.4, -0.9], [-0.2, 0.6, -0.4], [-0.3, -0.5, -0.5], [0.8, 2.0, 0.0], [-0.5, 0.0, -0.1], [0.3, -0.2, 0.0], [-0.4, 0.3, 1.3], [0.0, -1.4, -0.6], [-0.3, -1.1, 0.8], [-0.1, 0.0, -0.8], [-0.8, -0.2, 0.3], [0.3, 1.0, -0.3], [1.1, 0.3, -0.2], [-0.1, -0.1, 0.3], [-0.1, 0.2, -0.2], [0.4, -2.4, -0.8], [-0.3, 0.3, 1.2], [1.0, 0.3, -0.5], [-0.3, 0.0, 0.2], [-0.4, 1.8, -0.2], [1.2, 0.1, -0.9], [0.4, -0.5, 0.5], [-0.1, 0.7, 0.6], [-0.2, -0.2, -0.4], [-0.9, 0.0, 0.1], [-0.5, 0.1, 0.0], [0.8, 0.3, 0.3], [-0.1, 0.6, -0.1], [0.5, -0.4, 0.3], [0.0, 0.1, -0.2], [-1.6, -0.3, -0.1], [0.2, -0.3, 0.0], [-1.5, -0.5, 0.5], [1.4, 0.7, 0.4], [-0.2, 0.2, 0.1], [0.6, -0.2, 0.1], [0.2, 0.0, -0.2], [-0.5, -0.2, -0.9], [2.0, 0.3, -1.0], [0.2, -0.3, -0.7], [-0.9, -0.6, 0.8], [-0.7, 0.5, 0.0], [0.1, 0.0, 0.4], [-0.4, 0.1, 0.6], [0.7, -0.3, -1.4], [-0.2, 0.7, 0.8], [-0.6, 0.0, 1.1], [0.1, 0.7, 0.1], [0.8, -0.1, 0.4], [-0.7, -0.9, -0.6], [0.9, -0.1, 1.0], [0.8, 0.0, 0.1], [-0.5, 0.6, 0.1], [-0.9, -0.5, -0.2], [-0.3, 0.2, -1.0], [0.1, -0.1, 0.0], [-0.9, -0.6, 0.4], [-1.6, -1.3, -0.1], [-0.2, 0.1, 0.5], [-0.1, 0.8, -0.3], [1.5, 0.0, -0.3], [1.1, 1.0, -0.5], [1.1, -1.6, -1.2], [-2.4, -0.4, 1.6], [-0.3, 0.7, -0.3], [0.1, 0.7, 0.9], [0.4, -0.3, 0.2], [1.0, 0.8, -0.9], [0.3, 0.4, -0.2], [0.0, -0.7, -0.2], [-0.1, 0.1, -0.5], [0.3, -0.2, 0.3], [-0.4, -0.5, 0.0], [-0.1, 0.8, 0.5], [-0.8, -0.3, 1.2], [1.4, 0.4, -0.8], [-0.2, 0.1, -0.6], [-0.5, -0.1, 0.1], [0.3, 0.2, 0.1], [0.1, -0.4, -0.3], [0.5, 0.5, 1.3], [0.8, -0.4, -2.8], [-0.2, 0.4, -0.2], [0.2, -0.5, 1.0], [-0.1, -0.9, -0.6], [-0.7, 0.7, 1.2], [-0.5, -1.3, 2.7], [-0.7, 0.4, -0.9], [0.5, 0.6, -0.9], [0.3, 0.3, -0.4], [-0.1, -0.3, -1.0], [0.2, 0.0, 0.9], [0.6, -0.2, 0.3], [0.4, 0.5, -0.6], [-1.5, -1.0, -0.4], [0.4, -1.3, 1.0], [-0.6, 1.0, -1.4], [0.7, 0.9, -0.4], [-0.1, -1.2, -1.3], [-0.2, 1.5, 1.7], [-1.6, -1.9, -1.8], [-1.0, -0.4, 0.3], [0.3, 0.1, 0.1], [0.0, 0.4, -0.7], [0.0, 0.9, 0.3], [1.4, 0.1, 0.0], [0.1, 0.8, 0.2], [-0.2, 0.0, 0.2], [0.4, -0.1, 0.0], [-0.9, -0.2, 0.0], [0.2, -0.1, 0.5], [0.4, -0.1, 0.0], [-0.4, -0.2, -0.1], [0.1, 0.0, 1.2], [0.5, 0.2, 0.0], [0.8, 0.7, 0.5], [1.4, 1.5, 1.0], [0.1, -1.7, -0.2], [0.1, 0.4, 1.6], [-0.2, -0.1, -1.0], [0.7, 0.1, 0.1], [-1.5, 0.6, -0.2], [1.1, -0.9, 0.3], [-0.4, -0.8, -0.4], [-0.4, 1.1, -1.9], [-0.5, -0.6, -0.9], [-0.2, 0.1, -0.4], [-0.2, 0.0, 0.1], [0.0, 0.1, 0.7], [-1.0, -0.4, -0.6], [0.1, 0.0, -0.8], [0.8, 0.7, 0.8], [0.1, -0.3, 0.1], [-0.1, 0.2, -0.1], [0.1, 0.0, 0.2], [-0.2, 0.3, 0.1], [-0.2, 0.1, 0.3], [-0.4, -0.2, 0.5], [0.6, 0.0, 0.3], [0.0, 0.0, 0.7], [-1.4, -1.6, -0.4], [0.8, 0.7, -0.7], [0.8, -0.2, -1.0], [0.2, 0.8, 1.3], [0.7, -0.8, 0.3], [-0.9, 0.7, -1.1], [-1.4, 0.2, 1.1], [0.5, -0.6, 1.3], [-0.1, -2.0, -1.3], [-0.1, -0.1, -0.7], [0.6, -0.3, 1.2], [-1.0, 0.9, 0.2], [-0.1, 0.3, 0.1], [0.1, 0.0, 0.8], [-0.8, -0.1, -0.9], [0.3, -0.2, -0.1], [0.0, 0.1, 0.0], [0.6, 0.5, -0.3], [0.4, -0.4, 0.8], [0.5, -0.1, 0.3], [0.7, 0.5, -0.4], [-0.2, 0.4, -0.1], [0.1, 0.5, 0.2], [-0.2, 0.7, -0.7], [0.2, 1.4, 1.7], [-0.3, -0.1, 0.4], [-0.8, -0.6, -1.0], [1.0, 0.7, -3.3], [-1.8, -0.4, 0.7], [1.6, -0.7, -1.9], [-1.5, 1.2, 0.1], [-0.2, -0.4, 1.1], [1.5, 0.8, 0.4], [-0.2, -0.1, -0.2], [0.0, -0.2, -0.1], [-0.1, -0.6, -1.4], [0.8, 0.0, 0.8], [0.3, 0.5, 0.3], [-0.1, -0.7, 0.5], [0.0, 0.2, 2.0], [0.6, 0.1, 0.2], [-0.9, 0.8, 0.9], [-0.6, -0.4, -0.2], [1.1, -0.9, -0.1], [0.1, -0.4, -0.3], [-0.5, -0.3, -0.5], [-0.6, -0.3, 0.0], [-0.1, 0.0, -0.3], [1.2, -1.6, -0.5], [-0.1, -1.3, 0.4], [-0.7, 2.0, 0.2], [-0.5, 1.5, 1.5], [-0.1, -0.9, -0.4], [0.3, 0.2, -0.4], [0.5, 2.0, 0.4], [0.3, -1.1, -0.8], [-0.8, 0.1, 1.1], [-0.5, 0.3, 0.1], [0.4, 0.4, 0.3], [-0.7, 0.1, 0.3], [-0.8, 0.3, 0.3], [1.2, -0.3, -0.9], [-0.2, -0.3, -0.3], [0.6, -0.5, -1.1], [-0.5, 0.4, 0.7], [0.7, 0.1, 0.1], [-0.6, -1.0, 0.0], [-0.5, -0.1, -0.2], [0.0, -0.1, -0.3], [0.3, -0.4, 0.1], [0.1, 0.0, -0.4], [0.0, 0.2, -0.1], [-0.4, 0.5, 0.1], [0.0, 0.4, 1.8], [-0.9, -1.3, -0.9], [1.8, -0.2, 0.0], [0.3, 1.3, -0.7], [0.5, -0.5, 0.1], [-1.6, 1.3, 0.5], [0.2, 0.8, -0.1], [-0.6, -0.7, -0.3], [0.6, 0.0, 0.1], [0.0, -0.2, -0.4], [-0.2, -0.3, 0.1], [0.3, -0.1, 0.0], [-0.3, 0.0, 0.0], [-0.7, 0.3, -0.6], [-0.3, 0.7, 0.1], [-0.9, -0.9, -0.1], [0.1, 0.1, 0.0], [-0.2, 0.1, 0.0], [0.9, -1.2, -1.3], [0.9, -0.1, 0.9], [0.6, 0.0, 1.3], [-0.3, -0.1, 0.2], [0.2, -0.2, -1.0], [1.2, -1.2, 1.6], [0.3, 0.9, -0.4], [-0.4, 0.6, -0.5], [1.8, 0.5, 0.1], [-0.3, 0.7, 0.4], [-0.7, 0.6, -0.8], [-0.2, -1.7, -0.7], [0.4, -0.5, 0.8], [-0.9, -0.6, -0.7], [0.1, -0.6, -0.4], [-0.7, 1.0, -0.8], [0.5, 0.0, -0.8], [-0.1, -0.6, 0.8], [-0.7, -0.4, 0.1], [-1.0, 0.0, 0.4], [-0.5, -0.3, -0.3], [-0.1, 0.0, 0.3], [0.4, -0.2, 0.3], [0.3, -0.4, 0.4], [0.6, 0.4, -0.2], [-0.3, 0.5, 0.7], [0.5, 0.5, 0.2], [-0.2, 0.6, -0.1], [0.0, 0.0, -0.5], [-1.2, 1.2, 0.5], [-0.2, -0.9, 0.1], [-0.9, -0.1, -1.3], [0.5, -1.7, -0.4], [-1.0, -1.6, 0.1], [0.0, 1.6, -0.4], [1.8, -0.7, 0.1], [-0.2, -0.8, 0.5], [0.6, 1.4, 1.3], [1.2, 0.0, 0.4], [-0.1, -0.2, 0.1], [0.4, 0.0, -0.6], [0.4, 0.2, 0.1], [0.7, 1.0, 0.2], [0.2, 0.3, 1.4], [-0.5, 0.7, -0.5], [0.2, 0.2, -0.8], [0.2, -0.3, 0.6], [-0.4, 0.1, 0.0], [-1.0, 0.0, -0.2], [-0.2, 0.5, 0.2], [-0.5, 0.0, -1.3], [0.1, -0.2, 0.1], [-0.3, -0.5, -0.3], [-0.3, -0.4, 0.1], [0.4, -0.3, 0.6], [-2.1, 1.3, 1.6], [1.2, 0.6, -1.6], [-0.2, 0.1, 1.2], [-0.9, -0.3, -0.3], [-0.3, -1.0, -0.2], [0.3, -1.5, 0.4], [-1.1, 0.6, 1.0], [0.3, -0.1, 0.4], [0.4, 0.1, -0.4], [-0.6, -0.3, -0.2], [1.3, -0.7, -0.1], [-0.3, 0.4, -0.5], [0.0, -0.2, 0.4], [-0.8, 0.1, -0.8], [0.3, -0.5, -0.4], [0.5, 0.5, 1.0], [0.4, 0.1, -0.4], [0.4, 0.7, 0.0], [-0.6, -0.3, -0.7], [0.0, -0.6, -0.5], [1.2, 1.2, -0.3], [0.1, 0.3, -0.2], [-0.3, 0.7, -0.9], [2.1, 0.1, -0.4], [-1.3, 2.2, 1.9], [-1.6, -1.9, -0.8], [2.0, 0.3, -0.8], [-0.2, -0.2, -1.1], [1.5, 1.2, 0.5], [-0.4, 0.5, 1.2], [0.7, -0.4, -0.8], [0.0, -0.5, -0.3], [-0.4, -0.6, 1.0], [-0.5, 0.2, 0.0], [0.1, -0.7, -0.5], [0.1, -0.2, -0.3], [1.3, 0.4, 0.8], [-0.2, 0.0, 0.2], [-0.5, 0.3, -0.1], [-0.6, 0.0, 0.3], [0.0, -0.7, 0.4], [-0.1, -0.2, 0.2], [-1.5, 0.2, -0.8], [-0.2, -1.1, -0.1], [-0.1, 0.3, -0.2], [0.2, -0.1, 0.5]], "mulliken_charge": [1.43, -0.63, -0.28, -0.40, -0.58, 0.36, 1.78, -0.13, -0.91, -0.25, -0.82, 0.09, -0.15, 0.02, -0.13, 0.06, 0.33, -0.22, -0.25, 1.50, -0.10, 0.38, -0.34, -0.72, -0.69, -0.50, 0.29, 0.28, 0.23, 0.14, -0.72, 0.34, 0.39, -0.22, 0.39, 0.05, -0.80, -0.09, 0.12, 0.33, 0.30, -0.10, -0.71, -0.41, 0.27, 0.26, 0.25, 0.22, -0.64, 1.05, -0.28, 0.42, 0.33, -0.48, -0.78, -0.12, 0.15, 0.39, 0.07, -0.58, -0.93, 0.29, 0.30, 0.20, 0.22, -0.09, -0.62, -0.52, 0.16, 0.27, 0.25, 0.25, 0.39, -0.62, 0.41, -0.09, -0.55, -0.05, -0.45, -0.30, -0.04, 0.34, 0.24, 0.24, -0.84, -0.34, 0.25, 0.33, 0.27, 0.25, -0.08, -0.58, 0.24, 0.54, -0.34, 0.22, 2.05, 1.29, -1.08, -1.05, -0.31, -0.59, 1.85, 0.20, -0.51, -0.28, -0.63, 0.02, -0.55, 0.26, -0.07, 0.77, 1.67, -0.62, -0.39, -0.23, -0.93, 0.34, -0.12, 0.19, -0.98, 0.82, -1.08, -0.57, -0.22, 0.32, 0.03, -0.19, 0.54, 0.26, 0.30, 0.36, -1.49, 0.83, -0.01, 0.22, 1.06, 0.18, -1.25, -0.05, -0.93, 0.33, 0.64, 0.60, 0.32, -0.57, -0.59, -0.24, -0.24, 0.04, -0.08, 0.41, 0.49, 0.28, 0.39, 0.17, -0.67, -0.29, -0.92, 0.63, -0.39, -0.02, 0.86, -0.54, -0.31, 0.21, 0.30, 0.24, 0.33, 0.39, 0.02, -0.13, 0.35, -0.65, 0.19, 0.46, -0.64, -0.13, 0.38, 0.25, -0.68, -0.36, -0.04, -0.73, 0.09, -0.05, 2.81, -0.52, -0.48, 0.18, 0.32, 0.27, 0.74, -0.20, 0.45, 0.10, 0.42, -0.63, -0.09, -1.50, -0.53, 0.05, 0.38, 0.24, -0.85, -0.51, 0.56, -0.86, 0.05, -1.56, 0.28, -0.43, -0.77, 0.41, 0.31, 0.34, -0.60, 0.47, 0.56, -0.04, 0.35, 0.55, 0.42, -0.37, 0.63, 0.25, 0.17, 0.52, 0.93, 0.72, 0.18, 1.71, 1.34, -0.11, 1.65, 0.68, 0.18, -0.14, -1.13, -0.31, -0.01, -0.99, -0.68, -0.45, -1.09, -0.07, -0.41, -0.99, -0.34, -0.24, -0.93, 0.17, -0.73, -0.31, -0.63, -0.71, -0.01, -1.68, 1.59, -0.57, -0.56, 0.28, 0.29, 0.23, 0.36, 0.45, 0.31, 0.33, 0.33, 0.40, 0.51, -0.26, -0.56, 0.06, 0.46, 0.31, -0.75, -0.06, -0.85, -0.66, -0.28, -0.32, -0.93, -0.20, -0.67, 0.21, 0.52, -0.04, 0.51, 0.35, 0.50, 0.30, 0.04, 0.51, 0.16, 0.29, 0.54, 0.01, 0.42, 0.31, -1.00, -0.17, -0.43, -0.32, 1.52, 1.21, -1.30, -0.30, -0.83, 0.05, 0.29, 0.47, 0.33, 0.29, 0.41, 0.08, -0.99, 0.14, -0.95, 0.38, 0.55, 0.35, 0.19, 0.25, -0.25, 0.44, -1.03, -0.69, 1.33, 0.00, -1.46, 0.42, -0.83, -0.25, -0.03, 0.25, 0.18, 0.61, 0.09, 0.53, -0.62, -0.36, 0.65, 0.42, 0.48, -0.03, 0.38, 0.25], "e_homo_ev": -8.58, "charge": 0, "e_lumo_ev": 0.416, "total_energy_ev": -177170.1459, "spin_multiplicity": 1}